The following is a quantum chemistry calculation of a 2-piece molecular cluster, C3H10N2O overall at a distorted geometry, from the Open Molecules 2025 dataset.

Output
HOMO   -9.29 eV
M   90.126 g/mol
HOMO-LUMO gap   10.145 eV
Relative energy (zero: lowest compared OMol25 entry of this formula, charge and spin)   84.28 kJ/mol
Lowest unoccupied orbital energy   0.85 eV
SMILES   NC=O.CCN

```
! RIJCOSX wB97M-V def2-TZVPD def2/J DEFGRID3
* xyz 0 1
C -0.078 0.111 -1.136
C -0.825 1.472 -1.100
N -1.373 1.623 -2.479
H 0.127 -0.145 -0.091
H -0.603 -0.641 -1.715
H 0.939 0.222 -1.536
H -1.606 1.488 -0.332
H -0.211 2.345 -0.912
H -1.510 2.584 -2.743
H -2.194 1.034 -2.495
C 1.508 -1.506 2.987
N 0.937 -1.877 1.806
O 0.874 -1.272 3.984
H 2.601 -1.531 3.046
H -0.071 -1.889 1.739
H 1.487 -2.017 0.976
*
```



The following is a quantum chemistry calculation of one molecule with the formula H4O2Si at a distorted geometry, from the Open Molecules 2025 dataset.

Output
HOMO   -9.62 eV
M   64.116 g/mol
HOMO-LUMO gap   9.519 eV
Relative energy (zero: lowest compared OMol25 entry of this formula, charge and spin)   700.71 kJ/mol
Lowest unoccupied orbital energy   -0.10 eV

```
! RIJCOSX wB97M-V def2-TZVPD def2/J DEFGRID3
* xyz 0 1
O 0.233 0.760 0.352
O 1.193 1.712 1.209
Si -0.442 -0.704 -0.218
H 0.513 1.480 -0.261
H -1.817 -0.686 -0.653
H 0.306 -0.994 -1.325
H 0.014 -1.569 0.896
*
```